32
Properties=species:S:1:pos:R:3 method="wB97M-V/def2-TZVPD" e_homo_ev=-9.74 smiles="N[C@@H](CC(=O)O)C(=O)N[C@@H](CCC(=O)O)C(=O)O" e_lumo_ha=0.014 relative_energy_kj_mol=47.2 gap_ha=0.372
C 1.95952 -1.06550 -1.54745
C 1.27555 -0.16059 -0.51337
C 1.68787 -2.54066 -1.16328
C 0.33781 -3.03053 -1.55890
C -0.94726 0.68179 0.28001
C -2.40056 0.32082 0.08061
C -0.71434 2.22304 0.03486
C -1.03472 3.00529 1.30189
C -0.09366 2.69981 2.45232
H 3.63813 0.07262 -1.87159
H 3.71445 -0.96201 -0.56849
H 1.56107 -0.81379 -2.55491
H 1.83403 -2.64374 -0.06962
H 2.40704 -3.22514 -1.56883
H -0.76733 -4.67064 -1.36304
H -0.44214 -0.73099 -1.30209
H -0.68218 0.54164 1.32536
H -1.35178 2.61207 -0.75684
H 0.30982 2.38612 -0.28767
H -1.08374 4.04701 1.04862
H -2.02330 2.63346 1.65267
H 1.44430 3.09861 3.33559
H -3.47704 -1.08127 -0.44964
N 3.41085 -0.87446 -1.54872
N -0.07602 -0.11057 -0.56160
O 1.87794 0.41294 0.39254
O -0.47550 -2.40576 -2.23175
O 0.11427 -4.29744 -1.09853
O -3.32446 1.07129 0.21328
O -0.28658 1.86018 3.31059
O 1.02262 3.40463 2.50915
O -2.53409 -0.94204 -0.34495